No. 1
Formula: C6H12O
Source: the OMol25 dataset
Level of theory: ωB97M-V/def2-TZVPD

```
19
Properties=species:S:1:pos:R:3:forces:R:3
O 1.888 -0.151 -0.436 0.0153 0.0991 -0.0501
C -0.147 1.242 -0.640 -0.5717 0.0435 -0.0564
C -1.822 -0.870 -0.646 -0.1078 -0.0469 -0.1711
C 1.582 0.972 1.171 0.0872 0.0607 0.2641
C -1.387 -0.595 0.770 -0.0176 0.0221 0.2497
C 0.771 -1.028 -0.627 -0.0455 -0.1749 0.0601
C -0.505 -0.194 -0.381 0.1668 0.0140 0.0352
H -2.637 -0.278 -1.053 0.1751 -0.0263 0.0570
H -0.639 1.961 0.016 0.1318 -0.0755 -0.0288
H 0.903 -1.887 0.036 -0.1525 0.0822 0.0119
H -0.274 1.542 -1.688 0.0457 -0.0562 0.1124
H -1.097 -1.446 1.384 -0.0180 0.1253 -0.1270
H 2.426 0.424 1.576 -0.0824 -0.0401 -0.1269
H 1.441 0.727 -0.798 0.0393 0.0354 0.1846
H -1.902 0.192 1.316 0.0727 -0.0937 -0.1039
H 0.643 0.773 1.676 0.0909 -0.0793 -0.2890
H 0.778 -1.390 -1.666 0.1393 0.1763 0.1913
H 1.781 2.027 1.025 -0.0475 -0.2426 -0.2489
H -1.824 -1.909 -0.974 0.0788 0.1769 0.0358
```
Forces are in eV/Å.

Orbital gap (spin up / spin down) = 7.31 / 7.31 eV
Total charge = 0
LUMO (spin up / spin down) = 0.02 / 0.02 eV

The Mulliken scheme yields these atomic charges, measured in e: -0.497 -1.770 -0.720 -0.582 -1.020 -0.552 1.461 0.272 0.332 0.334 0.261 0.261 0.281 0.519 0.295 0.301 0.245 0.324 0.257

***

No. 2
Formula: C73H75KN11O4S4Sb
Source: the OMol25 dataset
Level of theory: ωB97M-V/def2-TZVPD

```
169
Properties=species:S:1:pos:R:3:forces:R:3
Sb 1.978 -3.053 -0.530 0.0237 0.3212 0.0314
K 0.134 0.486 0.428 0.6968 -1.0061 0.6599
S 3.134 4.822 0.222 0.1507 -0.0526 0.0566
S 3.406 1.971 -0.539 0.2054 0.0957 0.0521
S -2.220 1.421 2.335 -0.2301 0.3688 0.2934
S 0.522 3.865 0.742 0.7177 0.7941 0.1345
O -3.245 2.404 1.973 -0.0380 -0.0200 0.0731
O -3.555 -0.949 -1.542 -0.4739 -0.1573 -0.3523
O -0.853 1.937 2.163 -0.3366 0.3828 0.5701
O -1.506 -0.581 -0.733 -0.8723 -0.5728 -0.7875
N -2.393 0.016 1.801 -0.4621 -0.3704 -0.7361
N 2.261 -1.602 2.303 0.2097 0.2142 0.1437
N 0.311 2.915 -0.313 -0.1993 0.3280 0.1064
N -0.404 -2.774 1.767 -0.0743 -0.0262 0.0707
N -2.578 3.241 -4.778 -0.0229 0.1092 -0.1018
N 3.784 3.443 0.272 0.1307 -0.2331 -0.1394
N -0.313 -0.838 -3.112 0.1445 0.0061 -0.3252
N -1.548 1.984 -3.240 -0.2473 0.2351 0.0394
N 0.943 -0.542 -3.471 -0.1394 0.0576 0.1460
N 2.502 1.017 0.051 1.1596 0.3278 -0.4133
N 1.652 5.145 0.211 -0.4834 -0.2154 0.1527
C 4.806 4.987 2.459 0.0318 0.2234 0.0854
C -0.087 -2.200 2.857 0.1100 0.2308 -0.0216
C 2.607 3.560 -4.743 0.0977 -0.0024 0.0928
C 4.776 7.264 -3.239 0.0668 0.0285 -0.0775
C 2.886 6.340 -2.069 0.2407 0.0832 -0.1705
C 1.247 -1.730 3.200 -0.4528 -0.2603 -0.0820
C -0.837 4.982 1.126 0.1483 0.0822 -0.2057
C 1.608 2.945 -4.009 0.0123 0.0487 -0.0824
C -1.220 5.801 0.072 -0.1082 0.0728 0.0952
C -3.026 -6.701 1.655 -0.0142 0.0332 0.0219
C 3.762 5.804 -1.146 0.0624 0.0001 0.2596
C -1.154 1.050 4.847 -0.0899 -0.0794 0.1327
C 2.072 4.735 4.414 -0.0847 -0.0571 0.0436
C 1.333 3.644 2.401 -0.1799 -0.3110 -0.2027
C -2.485 2.811 -2.622 0.2588 -0.2978 0.3013
C 3.408 7.074 -3.131 -0.0929 -0.1063 0.1555
C 2.610 3.535 4.857 -0.0152 0.0668 0.0395
C 1.750 -4.555 -2.105 -0.1213 -0.0438 -0.1160
C -1.988 -4.553 1.257 0.0554 0.0884 0.0159
C 3.141 2.594 -2.215 -0.1013 -0.0039 0.0317
C 4.068 -2.792 -1.122 -0.0161 -0.0289 0.0659
C 5.428 0.593 -1.752 0.0481 0.0038 -0.0069
C -3.127 3.613 -3.563 -0.1881 0.1578 -0.2511
C 3.891 3.686 -4.213 -0.0643 -0.0045 -0.0613
C 6.679 0.000 -1.817 -0.0101 -0.0085 0.0073
C -4.113 4.536 -3.218 0.0603 -0.0635 0.1230
C -2.458 0.861 6.877 -0.0667 0.0141 -0.0370
C 3.013 -1.081 4.399 -0.1083 -0.0243 0.0617
C -1.562 4.935 2.300 0.0032 -0.0569 0.0472
C 4.024 7.614 2.972 -0.0446 -0.0299 -0.0799
C 3.509 6.944 1.875 0.1644 0.0148 0.1034
C -4.438 4.613 -1.874 0.0428 -0.0363 0.0231
C 5.108 1.394 -0.666 0.0170 -0.0037 0.0087
C -3.027 6.630 1.415 -0.0044 -0.0395 0.0340
C 5.312 5.666 3.564 -0.0485 -0.0611 -0.1317
C -2.299 -7.262 0.619 0.0219 0.0093 -0.0271
C 3.111 -5.792 0.577 0.0281 -0.0274 0.0222
C -1.654 2.263 -4.498 -0.1158 -0.0758 -0.0507
C -0.321 -0.970 -5.298 0.0267 -0.0047 0.0709
C 1.880 2.435 2.830 0.0427 0.3236 -0.0447
C 4.926 6.972 3.814 0.0297 0.0146 0.0445
C 5.644 6.713 -2.302 -0.0693 -0.0641 0.0308
C -2.867 -5.355 1.971 0.0081 -0.0631 -0.0008
C -2.547 0.623 8.360 0.0339 0.0012 0.0525
C 3.918 5.640 1.627 -0.0811 0.0629 -0.2263
C 5.996 1.548 0.386 0.0568 -0.0889 -0.0931
C 5.136 5.971 -1.248 -0.0690 0.0667 -0.1277
C -2.314 6.636 0.224 0.0491 -0.0117 0.0018
C 5.008 -2.407 0.014 0.0277 -0.0020 -0.0307
C 1.871 2.446 -2.738 0.0396 -0.0894 -0.0861
C 4.158 3.204 -2.945 0.0606 0.0808 0.0753
C -1.100 -1.084 -4.160 -0.0572 -0.1531 -0.0976
C 1.651 -1.417 4.501 0.2278 0.1216 0.0509
C 1.751 -3.912 -3.488 0.0192 -0.0475 -0.0571
C 7.590 0.180 -0.787 -0.0082 -0.0178 -0.0078
C -3.610 1.085 6.122 -0.0326 -0.0026 0.0689
C -2.308 1.258 4.112 -0.0771 -0.0697 0.0772
C -3.362 -0.272 0.731 0.0104 0.0702 0.4554
C -3.543 1.276 4.754 0.1196 0.0328 -0.0260
C -1.806 -3.089 1.586 -0.0436 -0.0959 -0.0264
C -1.413 -6.466 -0.102 -0.0166 -0.0113 0.0255
C -2.841 2.887 -1.277 -0.1692 0.1584 -0.0980
C 2.523 2.403 4.063 -0.0054 -0.1129 -0.0477
C 3.317 -1.195 3.036 0.0342 -0.0226 -0.1039
C -2.770 -0.637 -0.647 0.3973 0.2115 0.2897
C 2.455 -4.491 1.012 0.0278 -0.0116 0.0094
C 0.946 -0.625 -4.795 0.0723 0.0362 -0.0928
C 1.443 4.788 3.181 -0.0614 -0.0039 0.0477
C -1.262 -5.128 0.215 -0.0397 -0.0283 0.0333
C -2.660 5.773 2.442 -0.0301 -0.0074 -0.0259
C 7.241 0.937 0.321 -0.0166 0.0318 0.0074
C -1.237 0.846 6.221 0.0715 0.0179 -0.0652
C -3.817 3.791 -0.916 -0.0521 0.0358 -0.1329
H 1.099 1.952 -2.172 -0.0508 -0.0340 -0.0012
H 2.450 -6.398 -0.043 -0.0778 -0.0372 -0.0274
H -3.970 -1.128 1.035 -0.0654 -0.0162 -0.0176
H -0.573 -4.509 -0.343 -0.0197 0.0707 -0.0111
H 5.994 5.160 4.233 0.0027 -0.0087 0.0185
H 3.709 8.628 3.179 0.0040 0.0091 0.0114
H -0.618 -1.129 -6.319 -0.0124 -0.0098 -0.0804
H -2.182 -2.499 0.744 0.1273 -0.1179 0.1031
H 0.612 2.829 -4.415 0.1942 0.0378 0.0649
H 1.051 5.732 2.824 -0.0569 -0.0303 -0.0123
H -0.688 -0.750 -2.143 -0.0522 -0.0454 0.2570
H 6.053 -2.363 -0.313 0.0057 -0.0059 -0.0060
H 0.814 -5.100 -1.949 0.0018 -0.0145 0.0195
H 4.378 -3.729 -1.592 0.0736 -0.0562 -0.0235
H -2.415 -8.310 0.373 -0.0070 -0.0278 -0.0072
H -3.895 7.268 1.528 -0.0164 0.0196 0.0081
H 1.829 6.162 -1.958 -0.1376 -0.0214 0.0301
H 0.942 -3.191 -3.600 -0.0629 0.0220 0.0249
H -2.628 7.263 -0.600 -0.0087 0.0237 -0.0208
H 3.393 -6.404 1.440 0.0115 -0.0123 0.0277
H 5.316 7.493 4.680 0.0095 0.0075 0.0139
H 2.934 1.455 4.387 -0.0022 -0.0189 0.0037
H -2.414 -2.821 2.465 0.0280 -0.0136 -0.0463
H -1.091 1.779 -5.278 0.0276 -0.0816 -0.1008
H 1.030 -1.446 5.384 -0.0253 -0.0029 0.0663
H 4.019 -5.618 -0.006 0.0470 0.0386 -0.0114
H 4.266 -0.982 2.562 0.0820 -0.0141 -0.0302
H -0.684 5.759 -0.865 0.0891 -0.0134 -0.0634
H 5.174 7.838 -4.067 0.0097 0.0050 -0.0043
H 7.932 1.043 1.148 0.0100 0.0067 0.0042
H 2.560 -5.276 -2.009 0.1044 -0.0935 -0.0446
H 3.100 3.479 5.821 0.0083 0.0180 0.0199
H -2.140 -1.308 -4.003 -0.1208 0.0024 0.0368
H 5.796 5.517 -0.521 0.0207 -0.0376 0.0698
H -5.199 5.314 -1.554 -0.0245 0.0276 0.0096
H 2.678 -3.364 -3.668 0.0565 0.0357 -0.0046
H 4.953 -3.117 0.839 -0.0079 -0.0611 0.0499
H 4.069 -2.024 -1.896 0.0037 0.0587 -0.0693
H 4.750 -1.432 0.428 -0.0648 0.0692 -0.0059
H -4.057 0.558 0.568 0.0059 0.0412 0.0068
H -4.574 1.103 6.620 -0.0235 0.0044 0.0028
H 5.705 2.110 1.256 -0.0566 0.1231 0.1061
H -3.717 -7.311 2.227 -0.0094 -0.0079 0.0053
H 2.779 7.411 1.228 -0.0443 0.0091 -0.0506
H 1.646 -4.646 -4.295 0.0065 -0.0405 0.0044
H 3.691 -0.805 5.196 0.0039 0.0260 0.0036
H 1.524 -4.665 1.547 -0.1375 -0.0613 0.0340
H -3.246 5.724 3.350 -0.0194 0.0028 0.0222
H -3.032 -0.330 8.584 -0.0261 -0.0381 -0.0168
H -0.855 -1.987 3.618 0.0063 -0.0726 -0.0055
H 6.923 -0.633 -2.660 0.0236 -0.0165 -0.0286
H 2.394 3.934 -5.737 0.0049 0.0261 -0.0482
H 2.142 5.632 5.016 0.0150 0.0234 0.0258
H -2.387 2.252 -0.541 0.2356 -0.1509 0.1382
H 1.861 -0.440 -5.335 0.0724 0.0029 -0.0510
H 5.151 3.307 -2.526 0.0000 -0.0298 0.0216
H 4.680 4.160 -4.783 0.0000 0.0061 -0.0124
H -4.437 1.443 4.170 -0.0498 0.0113 -0.0514
H 4.700 0.422 -2.534 -0.0536 0.0076 -0.0453
H 2.738 7.489 -3.872 -0.0041 0.0120 -0.0251
H -4.608 5.154 -3.956 -0.0180 0.0195 -0.0302
H 3.086 -3.938 1.705 0.0281 0.0374 0.0290
H -2.838 3.572 -5.691 0.0351 -0.0552 0.1296
H -4.094 3.852 0.128 -0.0256 0.0073 0.0295
H -0.835 -6.891 -0.914 0.0172 -0.0240 -0.0285
H -3.430 -4.919 2.788 -0.0278 0.0084 0.0337
H -3.123 1.404 8.860 -0.0320 0.0366 -0.0013
H 8.559 -0.302 -0.832 0.0170 -0.0007 0.0034
H 6.713 6.851 -2.399 0.0215 0.0157 -0.0069
H -0.327 0.664 6.783 0.0240 -0.0014 0.0091
H 1.888 1.523 2.248 -0.2087 0.1068 -0.1575
H -1.555 0.600 8.811 0.0262 -0.0013 0.0046
H 5.063 3.963 2.259 0.0387 -0.1826 -0.0453
H -0.198 1.018 4.347 0.0913 -0.0063 -0.0568
H -1.301 4.231 3.077 0.0320 0.0030 0.0086
```
Forces are in eV/Å.

Orbital gap = 4.99 eV
Total charge = -2
LUMO = 3.15 eV

Atomic partial charges in e from the Mulliken method, atoms 1 to 99: -0.128 1.487 1.121 0.844 0.713 1.326 -0.897 -0.937 -0.357 -0.343 0.597 0.995 -0.061 0.988 -0.133 0.208 2.167 0.366 -0.200 0.174 -0.448 0.065 -0.790 -1.028 -0.548 -0.396 -0.142 0.278 -0.429 -0.414 -0.682 0.353 -0.162 -1.541 1.580 -0.389 -0.656 -1.069 -0.796 0.064 0.123 -1.070 -0.182 0.492 -1.232 -0.678 -1.318 1.135 -1.570 0.264 -0.693 -0.987 -0.839 -0.200 -0.826 -0.700 -0.425 -1.556 -0.912 -1.309 0.938 -0.585 -0.745 -0.489 -1.614 0.042 -0.660 -0.746 -0.802 -0.368 -0.183 0.417 -0.358 -0.575 -0.811 -0.671 -0.904 -0.355 -1.593 -0.979 -0.307 -0.587 1.150 -0.656 -0.333 0.587 -0.196 -0.426 -0.152 0.344 -1.186 -0.717 -1.117 -1.243 -0.047 0.297 0.454 0.074 0.469

***

- What is the total charge in the first record?
  0

***

- What is the total charge in the first record?
  0

***

- Which of these has the highest total charge?
  C6H12O

***

- total charge of number 1 (C6H12O)?
  0